C3H6ClN2O4P | ωB97M-V/def2-TZVPD

The multiplicity is 1. Its total energy is -1329.84069 Ha.

CARTESIAN COORDINATES (ANGSTROEM)
C  -3.007  0.274  0.959
C  -2.068  0.608  -1.044
C  -3.130  -0.382  -1.221
N  1.430  2.034  1.811
N  -2.022  0.978  0.212
O  -3.256  0.411  2.110
O  -3.642  -0.623  0.092
O  3.509  -1.061  0.831
O  -1.096  1.688  0.781
P  0.726  1.189  0.701
Cl  0.974  2.085  -1.217
H  3.174  -0.207  1.144
H  -1.241  0.754  -1.633
H  -3.795  -0.119  -2.064
H  -2.717  -1.335  -1.438
H  1.561  3.065  1.599
H  3.864  -1.421  1.574

C3H6ClN3 | ωB97M-V/def2-TZVPD

Its energy relative to the best compared isomer or geometry (same formula, charge and spin) is 6.529 eV. The multiplicity is 1. Its total energy is -742.12325 Ha.

CARTESIAN COORDINATES (ANGSTROEM)
C  -1.343  -0.779  0.025
C  0.918  -0.754  -0.452
C  2.019  -0.852  0.255
H  -0.712  1.888  1.432
H  0.323  1.316  -0.663
H  -2.667  0.747  0.031
H  -2.214  -1.385  0.009
H  0.857  -0.018  -1.342
H  2.136  -1.011  1.261
N  -0.778  1.477  -0.093
N  -1.774  0.434  -0.188
N  -0.207  -1.385  -0.142
Cl  3.443  0.324  -0.133

C3H6ClN3 | ωB97M-V/def2-TZVPD

The SMILES is N/C=C(Cl)\C=N/N. Its energy relative to the best compared isomer or geometry (same formula, charge and spin) is 3.621 eV. The multiplicity is 1. Its total energy is -742.23011 Ha.

CARTESIAN COORDINATES (ANGSTROEM)
N  -0.453  1.586  -0.280
C  0.790  1.058  -0.232
C  1.122  -0.308  -0.246
Cl  2.840  -0.500  0.167
C  0.360  -1.609  -0.529
N  -0.874  -1.853  -0.204
N  -1.495  -0.682  0.384
H  -1.229  0.977  -0.218
H  -0.465  2.496  -0.245
H  1.471  1.904  0.044
H  0.993  -2.417  -0.893
H  -0.842  0.107  0.900
H  -2.219  -0.760  1.350

C3H6ClN3 | ωB97M-V/def2-TZVPD

The SMILES is [H]/N=C/[NH+]=C\[NH+]=C\Cl. Its energy relative to the best compared isomer or geometry (same formula, charge and spin) is 2.812 eV. The multiplicity is 1. Its total energy is -741.59023 Ha. Its total charge is +2.

CARTESIAN COORDINATES (ANGSTROEM)
H  -1.368  1.716  -1.741
N  -0.928  1.053  -1.212
C  -0.432  1.278  -0.148
N  0.439  0.357  0.614
C  0.641  -0.931  0.690
N  0.136  -1.957  -0.017
C  -0.511  -1.795  -1.149
Cl  -1.379  -2.966  -1.954
H  -0.593  2.127  0.555
H  0.712  1.090  1.286
H  1.451  -1.117  1.457
H  0.360  -2.876  0.443
H  -0.537  -0.805  -1.528

C3H6ClN4O3S | ωB97M-V/def2-TZVPD

Its energy relative to the best compared isomer or geometry (same formula, charge and spin) is 0.000 eV. The multiplicity is 1. Its total energy is -1420.64260 Ha. Its total charge is +1.

CARTESIAN COORDINATES (ANGSTROEM)
C  -0.846  2.430  -0.817
C  0.277  0.093  -1.202
C  -0.297  1.102  -0.206
N  2.495  -0.728  -1.224
N  1.818  0.826  0.372
N  0.795  1.416  0.642
N  1.638  -0.029  -0.729
O  -0.908  2.600  -1.984
O  -1.983  -2.397  1.062
O  0.267  -1.590  1.053
S  -0.582  -2.406  1.884
Cl  -1.157  -1.140  3.489
H  -1.141  3.147  -0.040
H  -0.207  -0.886  -1.148
H  0.255  0.445  -2.239
H  -1.115  0.713  0.414
H  3.407  -0.691  -0.759
H  -2.715  -2.905  1.431

C3H6ClNO | ωB97M-V/def2-TZVPD

Its energy relative to the best compared isomer or geometry (same formula, charge and spin) is 3.164 eV. The multiplicity is 1. Its total energy is -707.99781 Ha.

CARTESIAN COORDINATES (ANGSTROEM)
C  0.958  -0.020  -1.228
C  1.430  -1.007  -0.171
C  -1.869  0.695  1.841
N  -2.070  0.574  0.537
O  -0.132  0.389  -1.535
Cl  -0.689  1.828  2.238
H  1.853  0.340  -1.794
H  2.467  -0.753  0.056
H  1.671  -1.994  -0.757
H  0.711  -1.210  0.683
H  -1.454  1.229  -0.121
H  -2.876  -0.072  0.250

C3H6ClNO2 | ωB97M-V/def2-TZVPD

The SMILES is CC(C)(Cl)[N+](=O)[O-]. Its energy relative to the best compared isomer or geometry (same formula, charge and spin) is 3.976 eV. The multiplicity is 1. Its total energy is -783.20684 Ha.

CARTESIAN COORDINATES (ANGSTROEM)
C  -0.633  -0.536  1.207
C  -0.237  -0.196  -0.249
C  0.068  1.375  -0.477
Cl  -1.659  -0.832  -1.277
N  1.033  -0.851  -0.675
O  1.189  -1.997  -0.358
O  1.765  -0.047  -1.333
H  -1.411  0.063  1.591
H  -0.704  -1.549  1.205
H  0.278  -0.528  1.814
H  0.018  1.660  -1.518
H  -0.754  1.854  -0.012
H  1.048  1.583  0.079

C3H6ClNO2 | ωB97M-V/def2-TZVPD

Its energy relative to the best compared isomer or geometry (same formula, charge and spin) is 7.478 eV. The multiplicity is 1. Its total energy is -783.07815 Ha.

CARTESIAN COORDINATES (ANGSTROEM)
C  1.036  1.459  -0.311
C  -0.249  -0.390  0.219
C  -1.672  -0.657  0.690
H  1.342  2.586  0.157
H  0.247  1.782  -1.327
H  1.996  0.408  -0.477
H  -1.891  -1.752  0.939
H  -1.940  0.122  1.579
H  2.189  -1.995  -0.353
N  0.413  -1.412  -0.220
O  -0.165  0.881  0.353
O  1.630  -0.969  -0.622
Cl  -2.936  -0.061  -0.626

C3H6ClNOS | ωB97M-V/def2-TZVPD

The SMILES is C/C=N\S.O=CCl. Its energy relative to the best compared isomer or geometry (same formula, charge and spin) is 3.258 eV. The multiplicity is 1. Its total energy is -1106.16228 Ha.

CARTESIAN COORDINATES (ANGSTROEM)
C  -1.679  -0.527  -0.846
C  -0.748  -0.150  0.214
N  -0.564  1.030  0.414
S  -0.357  2.309  -0.556
H  -1.244  -1.311  -1.565
H  -2.763  -0.694  -0.670
H  -1.791  0.374  -1.382
H  -0.490  -0.912  0.973
H  0.527  2.882  0.355
O  1.674  -1.988  0.955
C  2.020  -0.813  0.800
Cl  3.389  -0.082  -0.200
H  2.026  -0.116  1.507

C3H6ClNS | ωB97M-V/def2-TZVPD

The SMILES is N[C@@H]1[C@@H](S)[C@@H]1Cl. Its energy relative to the best compared isomer or geometry (same formula, charge and spin) is 1.765 eV. The multiplicity is 1. Its total energy is -1030.98755 Ha.

CARTESIAN COORDINATES (ANGSTROEM)
N  -0.929  1.629  -0.202
C  -0.096  0.698  0.421
C  0.552  -0.450  -0.414
S  2.301  -0.819  -0.160
C  -0.587  -0.747  0.489
Cl  -2.069  -1.377  -0.174
H  -1.649  1.184  -0.807
H  -0.308  2.287  -0.674
H  0.581  1.039  1.180
H  0.299  -0.367  -1.484
H  2.161  -2.078  0.317
H  -0.257  -0.999  1.507

C3H6ClO2Si | ωB97M-V/def2-TZVPD

Its energy relative to the best compared isomer or geometry (same formula, charge and spin) is 1.002 eV. The multiplicity is 1. Its total energy is -1018.17188 Ha. Its total charge is -1.

CARTESIAN COORDINATES (ANGSTROEM)
C  -1.213  0.800  -0.117
C  -0.643  -1.622  0.248
C  -0.284  -0.320  -0.535
O  -0.442  1.816  0.192
O  -2.416  0.902  -0.063
Si  1.197  1.217  0.190
Cl  2.953  -0.059  -0.151
H  -1.185  -1.438  1.219
H  -1.310  -2.175  -0.511
H  0.342  -2.067  0.432
H  -0.105  -0.627  -1.670
H  1.336  1.310  1.614
H  1.770  2.263  -0.848

C3H6ClO3S | ωB97M-V/def2-TZVPD

Its energy relative to the best compared isomer or geometry (same formula, charge and spin) is 2.996 eV. The multiplicity is 1. Its total energy is -1201.99136 Ha. Its total charge is -1.

CARTESIAN COORDINATES (ANGSTROEM)
C  0.495  -0.471  1.283
C  1.502  0.500  -0.846
C  0.810  -0.650  -0.194
O  -3.435  -0.570  -1.044
O  -2.133  1.523  -1.146
O  -2.567  0.451  1.046
S  -2.391  0.256  -0.418
Cl  1.419  -2.188  -0.759
H  0.090  -1.443  1.693
H  -0.124  0.305  1.448
H  1.404  -0.178  1.879
H  1.323  0.495  -1.931
H  2.604  0.554  -0.583
H  1.002  1.414  -0.428